No. 1
DFT (the ωB97M-V functional and the def2-TZVPD basis) results for a 14-piece molecular cluster, C29H76BN2O21 overall in a non-equilibrium geometry.

Results
gap between HOMO and LUMO (alpha / beta): 8.64 / 2.45 eV
HOMO (alpha / beta): -9.512 / -9.512 eV
2S+1: 2
energy: -77958.3446 eV
⟨S²⟩: 0.76

Cartesian coordinates (Å):
O: 2.55171 2.77210 0.78374
C: 1.58608 2.23186 0.40666
O: 0.87406 1.33354 1.07045
B: -0.11267 0.70156 0.21044
O: 0.07169 1.41651 -1.09458
C: 0.97448 2.30803 -1.00660
O: 1.48722 2.89145 -2.00802
O: -1.55294 0.77064 0.65078
C: -2.02998 -0.43622 0.95936
O: -3.13398 -0.61007 1.49042
C: -0.95898 -1.44900 0.53439
O: 0.13817 -0.77868 0.23985
O: -0.98859 -2.67578 0.64027
O: -2.96200 1.12202 -1.87360
H: -2.16755 1.65376 -1.92199
H: -3.34804 1.34389 -1.02626
O: -4.44120 1.93983 0.55788
H: -4.17466 1.36789 1.27766
H: -5.39528 1.97995 0.62392
O: -5.85167 -1.31415 1.04248
H: -4.97086 -1.00835 1.25901
H: -6.33496 -0.51769 0.82268
O: 5.27408 1.67171 1.23997
H: 5.35334 0.71963 1.29909
H: 4.33077 1.83401 1.23288
C: -2.03703 5.00530 -0.55054
O: -1.01654 5.59692 -0.52839
N: -3.09220 5.54344 -0.97734
N: -2.25085 3.81240 -0.28306
H: -3.97009 5.04768 -1.03757
H: -3.08734 6.54670 -1.09374
H: -3.20033 3.48639 -0.39394
H: -1.48987 3.19467 -0.03930
C: 0.06693 4.78382 2.87311
C: 0.54164 4.30343 4.25891
C: 0.63633 2.72345 4.23952
O: 1.82491 4.91921 4.55142
H: -0.06025 5.86451 2.80959
H: -0.84671 4.31521 2.50736
H: 0.82223 4.47785 2.14923
H: -0.18251 4.67798 4.98237
H: -0.13613 2.19188 3.68378
H: 0.79590 2.32086 5.23980
H: 1.50904 2.55349 3.60898
H: 1.66869 5.86624 4.56915
C: 5.30406 4.80595 -3.48162
C: 5.29584 3.43838 -4.16727
C: 3.89831 3.10773 -4.72279
O: 6.05566 3.50567 -5.34617
H: 4.84695 5.50886 -4.17809
H: 6.32569 5.07074 -3.20914
H: 4.59777 4.74508 -2.65364
H: 5.58274 2.68880 -3.42976
H: 3.10085 3.29246 -4.00305
H: 3.86237 2.01854 -4.70099
H: 3.70590 3.63585 -5.65669
H: 5.82037 4.30526 -5.82250
C: 2.17596 -0.60094 -2.33961
C: 2.92349 -1.57665 -3.20897
C: 2.03420 -2.74512 -3.71122
O: 3.59523 -0.92084 -4.27921
H: 1.43426 -1.10287 -1.71828
H: 1.59768 0.14069 -2.89069
H: 2.83079 -0.05034 -1.66423
H: 3.69451 -2.02793 -2.58449
H: 2.46311 -3.74611 -3.75771
H: 1.65138 -2.38524 -4.66623
H: 1.23459 -2.96986 -3.00538
H: 4.29343 -0.40522 -3.86903
C: -5.85979 -4.39796 -1.69408
C: -5.51134 -4.71432 -0.21843
C: -4.08881 -4.11461 0.13733
O: -6.52209 -4.20761 0.66013
H: -5.82849 -3.33020 -1.91089
H: -6.91576 -4.66759 -1.67583
H: -5.26940 -4.94622 -2.42821
H: -5.45354 -5.77611 0.02107
H: -3.37052 -4.50753 -0.58224
H: -3.71335 -4.22188 1.15498
H: -4.09808 -3.02496 0.11156
H: -6.35005 -3.26590 0.73219
C: 3.25676 -2.83068 2.90606
C: 4.11898 -1.93784 1.96805
C: 3.38282 -1.30295 0.72030
O: 4.71068 -1.03620 2.72123
H: 2.89977 -3.70561 2.36278
H: 2.33465 -2.31115 3.16666
H: 3.76678 -3.14806 3.81558
H: 5.02373 -2.43212 1.61422
H: 2.88677 -2.01692 0.06283
H: 4.03592 -0.73082 0.06134
H: 2.64083 -0.59288 1.08549
H: 4.01716 -0.50509 3.11942
C: -0.82529 -0.90489 4.58045
C: -2.04814 -1.89922 4.51634
C: -1.61957 -3.27783 4.11931
O: -2.69140 -1.84334 5.80236
H: -0.21071 -1.14320 3.71235
H: -0.15169 -0.99478 5.43268
H: -1.20492 0.08585 4.33065
H: -2.83154 -1.62680 3.80911
H: -2.36216 -4.03912 4.35827
H: -0.75774 -3.41988 4.77136
H: -1.28412 -3.32151 3.08314
H: -3.63682 -1.85655 5.63618
C: -1.66193 2.38711 -5.89560
C: -0.97117 3.48349 -5.08113
C: -1.73325 4.00308 -3.82893
O: 0.25209 2.95340 -4.63322
H: -2.53942 2.67807 -6.47305
H: -2.17270 1.66326 -5.26058
H: -0.98089 1.76890 -6.48050
H: -0.78818 4.28894 -5.79238
H: -2.58616 4.59583 -4.15951
H: -1.02921 4.61066 -3.26035
H: -2.13802 3.20147 -3.21113
H: 0.59894 3.44983 -3.88833
C: -0.11503 -5.75827 1.32591
C: 0.89650 -5.97705 2.44793
C: 0.38909 -7.23121 3.30730
O: 2.18597 -6.27140 1.86841
H: -0.28712 -6.62879 0.69291
H: 0.22967 -4.93796 0.69633
H: -1.01771 -5.46015 1.85919
H: 0.97630 -5.02825 2.97851
H: -0.43324 -6.89470 3.93868
H: 1.07282 -7.59244 4.07550
H: 0.00274 -7.96577 2.60072
H: 2.34119 -5.60448 1.19556

Results of the Löwdin charge analysis, in e, for atoms 1 through 5: number 1, O, carries 0.21; number 2, C, carries -0.39; number 3, O, carries 0.23; number 4, B, carries -0.82; number 5, O, carries 0.22

***

No. 2
DFT (the ωB97M-V functional and the def2-TZVPD basis) results for a 3-piece molecular cluster, C6H13N overall in a non-equilibrium geometry.

Results
energy relative to the best compared isomer or geometry (same formula, charge and spin): 146.7 kcal/mol
gap between HOMO and LUMO (alpha / beta): 7.26 / 8.02 eV
HOMO (alpha / beta): -6.347 / -7.109 eV
energy: -7916.4702 eV

Cartesian coordinates (Å):
C: -1.28477 0.02500 0.37346
C: 1.25956 0.20972 -1.31690
C: -1.72863 -1.25840 -0.27228
C: -1.66703 1.29681 -0.33542
C: 0.91281 0.02588 0.08236
N: 3.01685 -0.26500 1.05515
C: 0.84633 -0.14535 1.29682
H: -1.54644 0.06357 1.43010
H: 3.16336 -1.06693 1.67157
H: 3.25403 0.55836 1.61217
H: 0.62817 -0.32477 2.32361
H: 1.22880 1.26847 -1.58176
H: 0.56543 -0.33216 -1.96219
H: 2.27340 -0.16016 -1.46461
H: -1.38004 -2.13327 0.28037
H: -1.37020 -1.34213 -1.30259
H: -2.82634 -1.31706 -0.31945
H: -2.75886 1.43108 -0.33515
H: -1.23467 2.17640 0.14702
H: -1.35175 1.28990 -1.38229

Results of the Löwdin charge analysis, in e, for atoms 1 through 5: number 1, C, carries -0.30; number 2, C, carries -0.06; number 3, C, carries -0.12; number 4, C, carries -0.13; number 5, C, carries -0.19

***

No. 3
DFT (the ωB97M-V functional and the def2-TZVPD basis) results for an isolated ion of composition C26H49BBr3F3N2O5P and charge +1 in a non-equilibrium geometry.

Results
gap between HOMO and LUMO: 9.47 eV
HOMO: -11.695 eV
charge: +1
energy: -269214.6276 eV

Cartesian coordinates (Å):
C: 2.57921 5.17346 6.40417
C: 2.18384 4.65703 5.02432
O: 1.05591 3.79094 5.08041
C: 1.33997 2.41160 5.00440
C: 1.25189 1.90126 3.57124
C: 1.41755 0.37909 3.49447
C: 1.99093 -0.17573 2.17935
C: 1.23187 -0.77857 0.97517
N: 0.12849 -0.03797 0.23548
P: -1.22744 0.19354 1.63908
C: -1.49766 -1.48007 2.30413
C: -2.90480 0.51071 0.96079
C: -3.31861 1.99659 0.95878
C: 0.65544 1.38659 0.01201
B: 2.18965 1.63157 -0.42386
O: 2.58606 2.89258 -0.08423
O: 3.04744 0.74125 -1.04076
C: -0.27891 2.23195 -0.84439
C: -0.67517 1.59809 -2.15570
Br: 0.70746 1.89332 -3.50043
C: -1.16003 0.16108 -1.96890
C: -1.67233 -0.43423 -3.30058
C: -3.14317 -0.88801 -3.30232
C: -4.18355 0.08513 -3.83349
F: -5.36332 -0.58515 -3.90146
Br: -4.47792 1.54709 -2.59350
C: -3.91090 0.59183 -5.29076
F: -3.26469 -0.38788 -5.93640
F: -5.05352 0.77614 -5.90658
Br: -2.86511 2.20089 -5.47545
C: -0.25497 -0.79808 -1.10522
C: 1.00981 -1.22109 -1.92035
O: 0.62859 -2.20835 -2.85556
C: 1.26640 -2.07390 -4.12840
C: 2.75981 -2.37283 -4.09101
C: -1.12741 -2.02920 -0.80467
C: -0.72001 -3.33383 -0.10847
O: -1.59439 -3.94923 0.40180
N: 0.63614 -3.76787 -0.07583
C: 0.91693 -4.35345 1.25013
C: 0.89149 -4.77885 -1.14201
H: 2.98094 6.18707 6.34264
H: 3.32042 4.53658 6.89273
H: 1.68904 5.20319 7.03719
H: 3.02464 4.13255 4.54867
H: 1.91824 5.48499 4.36108
H: 2.34009 2.20415 5.41229
H: 0.60372 1.90327 5.63773
H: 0.29292 2.22384 3.15959
H: 2.03224 2.39286 2.97230
H: 0.48366 -0.10682 3.78703
H: 2.14351 0.09717 4.26713
H: 2.70236 0.57643 1.81089
H: 2.63621 -1.02677 2.43312
H: 0.87144 -1.78531 1.17429
H: 2.01932 -0.91946 0.24777
H: -0.57817 -1.94443 2.65590
H: -2.08107 -2.16943 1.69679
H: -2.08651 -1.24171 3.20153
H: -3.50179 -0.01765 1.71740
H: -3.17426 0.00500 0.03508
H: -3.62561 2.32908 -0.03322
H: -2.51523 2.65441 1.29953
H: -4.14932 2.15445 1.64721
H: 0.62544 1.84485 1.00514
H: 3.40770 3.16069 -0.51823
H: 3.90742 0.66326 -0.60426
H: 0.24104 3.17545 -1.02851
H: -1.19415 2.49772 -0.31505
H: -1.54153 2.13765 -2.54502
H: -2.06151 0.33844 -1.37623
H: -1.52396 0.32267 -4.07264
H: -1.07875 -1.28097 -3.61804
H: -3.47792 -1.15163 -2.29404
H: -3.25940 -1.79156 -3.90683
H: 1.42985 -0.36397 -2.43967
H: 1.77812 -1.63702 -1.27865
H: 0.74767 -2.78268 -4.77902
H: 1.08493 -1.06772 -4.53025
H: 3.22907 -1.93322 -3.20590
H: 2.95144 -3.44803 -4.07855
H: 3.25454 -1.94470 -4.96578
H: -1.49152 -2.36880 -1.77748
H: -2.02605 -1.72383 -0.26448
H: 2.00018 -4.36063 1.39466
H: 0.52815 -5.37118 1.35294
H: 0.46312 -3.75436 2.04202
H: 1.40913 -5.62680 -0.69165
H: 1.51118 -4.36694 -1.93204
H: -0.04192 -5.13761 -1.58248

Results of the Löwdin charge analysis, in e, for atoms 1 through 5: number 1, C, carries -0.07; number 2, C, carries -0.27; number 3, O, carries -0.16; number 4, C, carries -0.23; number 5, C, carries -0.20

***

No. 4
DFT (the ωB97M-V functional and the def2-TZVPD basis) results for C17H18BBrN6O2Pt as an isolated structure in a non-equilibrium geometry.

Results
energy relative to the best compared isomer or geometry (same formula, charge and spin): 0.0 kcal/mol
gap between HOMO and LUMO (alpha / beta): 7.17 / 3.82 eV
HOMO (alpha / beta): -21.117 / -21.093 eV
charge: +4
2S+1: 5
energy: -104872.9908 eV
⟨S²⟩: 6.05

Cartesian coordinates (Å):
C: 2.50929 -0.57015 -0.70473
N: 1.28885 -0.47347 -1.26798
N: 1.43519 -0.32672 -2.62711
C: 2.75534 -0.27111 -2.90877
C: 3.46005 -0.41048 -1.71686
B: 0.18189 -0.13044 -3.54694
N: -0.75362 -1.34013 -3.24765
N: -1.17568 -1.61545 -1.96908
C: -2.04534 -2.64924 -2.00332
C: -2.16921 -3.05302 -3.33051
C: -1.35777 -2.20796 -4.08410
Pt: -0.57901 -0.59735 -0.36458
N: -0.51457 1.11357 -2.90292
N: -0.76431 1.10744 -1.55526
C: -1.24170 2.30827 -1.18607
C: -1.29141 3.11103 -2.32918
C: -0.80717 2.34134 -3.38157
H: -1.48260 2.51648 -0.15638
H: -0.63454 2.55648 -4.42751
H: -1.63626 4.12459 -2.37825
H: 0.45290 -0.00142 -4.70220
H: -1.19112 -2.12626 -5.14922
H: 3.07292 -0.12929 -3.93419
H: -2.79359 -3.84458 -3.70130
H: 4.52492 -0.40118 -1.57698
H: -2.51437 -3.01553 -1.10061
H: 2.64165 -0.74068 0.35206
H: -2.44695 -0.47256 0.55765
C: -2.10917 -1.39354 1.07700
H: -2.86233 -2.15109 0.86337
H: -1.10027 -1.86111 0.76691
H: -2.01853 -1.14375 2.13545
Br: 0.78478 3.23829 2.45470
C: 0.73664 1.94210 3.82804
C: 0.75298 2.34805 5.16869
C: 0.82560 1.39644 6.19695
C: 0.87204 0.03019 5.89353
C: 0.84497 -0.37421 4.56036
C: 0.75059 0.56414 3.52341
C: 0.74737 0.00929 2.12569
O: 1.34680 -1.07190 1.92615
O: 0.07017 0.66647 1.21722
H: 0.72386 3.40998 5.40075
H: 0.85197 1.74006 7.22979
H: 0.94565 -0.72203 6.68250
H: 0.91310 -1.42960 4.29304

Results of the natural (NBO) charge analysis, in e, for atoms 1 through 5: number 1, C, carries 0.05; number 2, N, carries -0.22; number 3, N, carries -0.26; number 4, C, carries 0.16; number 5, C, carries 0.04